[1]
Below is 16 unconnected molecules or ions with the total composition C48H133N13O28 at a distorted geometry, with properties calculated with ωB97M-V/def2-TZVPD.

```
222
Properties=species:S:1:pos:R:3:mulliken_charge:R:1
O 4.36599 4.06011 -2.22964 -0.83
O -0.85424 2.24474 6.67667 -0.02
O -3.25464 -4.84724 2.87693 -0.63
O -1.85562 7.96861 2.71432 -0.37
O -5.52442 4.08070 -0.94090 -0.38
O 1.08346 -1.30771 -1.18696 1.12
O -4.17053 -1.30414 -0.89874 -0.71
O -1.81042 2.12358 -9.13331 -0.39
O -4.32032 1.08515 7.33725 -0.62
O 1.96877 -4.78593 2.48772 -0.52
O 7.20724 -1.83251 -1.73952 -0.53
O -3.61849 3.95072 -4.24612 -0.78
O 3.47009 -9.06843 -1.33411 -0.15
O 3.02000 -7.20752 1.70941 -0.57
O -2.51675 -2.31518 2.77803 -0.15
O -4.17601 3.89597 3.52634 -0.41
O 6.13816 -5.23720 -3.23959 -0.59
O -0.26272 -6.03690 -1.81265 -0.23
O 2.06353 -0.61921 3.16042 0.39
O 7.89556 0.69027 -2.98548 -0.49
O 4.72141 -2.89989 -3.03955 -0.60
O -2.15724 0.23956 4.53252 0.21
O -2.96502 5.15010 -1.62982 -0.44
O 0.73028 4.32030 -2.57825 -0.90
O -6.66100 4.72603 4.26982 -0.62
O -3.13317 1.78088 1.54294 0.77
O 1.36689 -1.31902 -5.07907 -0.55
O 1.11648 3.25718 2.48993 -0.16
N -0.79792 5.37961 2.99210 -0.71
N 0.53825 -0.04481 5.46516 0.55
N 2.93219 3.22392 -3.79517 -0.13
N -2.21810 -2.23210 -0.39492 0.32
N -3.20768 1.97168 -5.23802 -0.20
N 5.24056 2.78967 -3.76927 -0.40
N -0.25663 0.68177 -6.16301 0.10
N -0.27816 4.65997 -0.55518 0.78
N -2.58186 -0.84854 -2.32087 -0.16
N -1.41359 3.40496 -4.62546 -0.11
N 1.98917 4.02242 -0.63199 0.05
N 0.43349 -8.65003 -1.18546 -0.34
N -0.18946 1.37263 -0.73396 0.86
C 1.17937 -0.12522 -4.37335 1.42
C 0.86177 -7.53851 -0.44813 -0.21
C 1.19848 -9.86249 -1.33808 -1.31
C 0.40906 3.40271 3.76049 0.69
C -0.89529 3.96551 3.49089 0.81
C -1.18621 3.58897 7.06098 -0.87
C -3.07605 1.89740 -9.78965 -0.81
C -1.61660 1.24597 -8.06795 -0.21
C 6.96495 -0.54936 -1.13396 -0.24
C 0.86440 0.91958 -5.35079 -0.81
C 1.39786 -2.52826 -4.35391 -0.20
C -2.87003 0.01542 5.76105 -0.02
C -3.74987 1.20197 6.10777 -0.13
C -3.01292 -1.43549 -1.19784 0.62
C -3.74079 0.58964 1.77303 0.20
C -1.68648 9.25945 2.28129 -0.82
C -4.05559 6.02071 -1.40874 0.02
C -3.90617 -2.57237 3.00165 0.25
C 0.79429 4.42550 -1.32034 0.12
C -5.20164 4.14971 2.48162 0.37
C -2.42831 1.89644 0.33158 -0.93
C 3.00751 -4.82369 1.51405 0.73
C 3.39007 -0.71782 3.68764 -1.08
C -2.77393 3.17826 -4.66271 0.27
C 2.51832 2.84860 2.69140 -0.78
C 8.11132 0.31042 -1.60935 -0.52
C 0.45367 1.81732 6.97423 -0.62
C -4.15523 -3.86985 2.30474 -0.78
C 1.18403 -1.61124 3.78888 0.22
C 5.01289 -5.10734 -2.32345 0.06
C -2.13159 5.69702 2.38588 0.25
C 1.22159 1.08715 -0.57571 0.98
C -0.39313 1.58932 -7.30597 -0.63
C -5.39279 5.29047 -1.67368 -0.56
C -1.01653 1.28651 0.46217 0.64
C 4.05610 -4.12942 -2.91514 0.49
C 1.40871 -2.62772 -0.90577 -1.90
C -2.12228 7.01672 1.72121 -1.05
C -1.56229 -5.53047 -2.13736 -0.65
C 3.83759 -6.02619 1.72507 -0.72
C -0.10404 -6.42136 -0.41009 0.00
C 4.71191 -8.95519 -1.98814 -0.87
C 1.09791 -1.39806 5.26390 -1.24
C 1.45266 -0.37206 -0.14794 -0.64
C 4.08738 3.33143 -3.17109 0.71
C 2.55641 -9.87678 -2.07379 -0.43
C -6.60250 3.94494 3.05494 -0.59
C 0.61014 0.27441 6.87467 -0.93
H 2.52841 -0.52347 0.07867 0.55
H 0.50078 1.50929 -7.93269 0.48
H -3.00493 1.41404 -0.44243 0.69
H 0.30617 -5.60983 0.21630 -0.23
H 0.37486 -2.08522 5.74162 0.45
H -2.68270 -2.36584 0.49621 -0.34
H 1.96131 0.15735 -3.66517 0.35
H 1.00219 0.71245 4.93861 -0.47
H 5.53663 -3.01467 -3.60797 0.39
H -1.58294 0.22686 -8.47196 0.32
H -1.61034 -0.64379 -2.51042 -0.03
H 1.29239 2.36332 6.38787 0.23
H 3.05753 -10.85871 -2.10143 0.45
H 3.46571 -3.82038 1.63747 0.28
H 0.93973 -0.61760 0.80752 -0.30
H -2.27061 3.74400 7.21386 0.22
H 6.98866 -0.65644 -0.02462 0.28
H -4.68463 0.52435 1.23033 0.29
H -4.52125 1.33205 5.34991 0.31
H -2.47258 4.96566 1.63813 -0.38
H -0.90961 4.28747 6.24720 0.29
H -1.36776 3.95006 4.42395 0.29
H 1.57039 -3.27248 -5.12370 0.43
H 4.10282 -0.17878 3.10567 0.32
H -1.07074 -6.77304 -0.04024 0.62
H -0.69440 3.97906 7.96303 0.45
H -2.36731 2.98876 0.08295 -0.59
H 2.85444 2.52875 1.75833 0.40
H 2.50354 2.14115 3.50356 -0.12
H 3.64599 -1.78125 3.56988 0.20
H -1.68298 -4.51029 -1.71982 0.12
H 5.04899 -9.95214 -2.15620 0.38
H -7.31734 4.32880 2.26704 0.32
H 2.16685 3.86359 -3.50852 0.15
H -3.07468 7.30774 1.26406 0.47
H 6.31977 -2.25452 -1.83229 0.35
H -1.22236 -2.15385 -0.43723 -0.21
H -0.83767 2.54702 -4.68534 0.05
H 5.98585 2.89580 -3.17115 0.20
H -0.49095 2.64937 -6.96864 0.20
H -5.57005 3.36975 -1.55639 0.26
H 0.32278 2.41049 4.28277 -1.29
H -1.62699 9.96762 3.07623 0.27
H 2.80315 2.89216 -4.73327 0.16
H 4.57463 -8.51634 -3.00740 0.37
H 3.02429 3.70878 3.05801 0.37
H -2.28319 -1.48160 3.19470 -0.14
H -3.05776 4.73337 -2.52000 0.15
H 2.18322 -2.45593 -3.53812 -0.16
H 2.48408 -2.72755 -0.65302 0.36
H -0.21415 2.33612 -1.07569 -0.18
H -5.10509 5.17918 2.28675 0.21
H 0.98263 -7.87075 0.58316 0.62
H -2.36179 -6.17225 -1.72110 0.37
H -5.16282 -4.19905 2.47454 0.47
H 7.62928 -0.10259 -3.45517 0.31
H -1.09500 0.29596 0.81716 0.16
H 6.90340 -4.80120 -2.86760 0.36
H -1.38312 3.29347 2.79448 -0.99
H -0.79766 9.31774 1.67856 0.33
H 5.39024 -4.79545 -1.31758 0.28
H 1.40393 -10.39381 -0.42171 0.42
H -4.95867 3.56929 1.61563 0.01
H 0.28221 -1.41541 3.26824 -0.42
H 1.52164 -0.02536 7.41483 0.47
H 2.37719 -9.49349 -3.11216 0.33
H -0.60295 1.86443 1.32089 -0.31
H 6.00876 -0.10735 -1.35895 0.24
H 0.13201 -8.39611 -2.12444 0.28
H 0.62078 2.12421 8.01889 0.55
H 2.48035 -7.13182 0.93694 0.42
H -3.94769 2.96189 3.37993 -0.08
H -4.05992 0.47397 2.81614 -0.12
H -3.32132 0.84617 -9.96238 0.32
H 0.46210 -2.76756 -3.79432 0.21
H -3.18127 2.42274 -10.74724 0.29
H 5.24213 2.16782 -4.54180 0.15
H 0.94184 4.12244 4.35344 0.84
H -4.62939 -1.76314 2.69139 0.09
H 8.95983 -0.34935 -1.39698 0.31
H -0.11942 5.49620 2.22927 0.45
H 0.25527 -0.16512 -3.78860 -1.24
H -6.26661 5.99990 -1.46062 0.27
H -1.05744 3.96574 -3.84243 0.19
H -4.08185 -3.88521 1.21844 0.23
H -2.88113 5.70271 3.12509 0.83
H -0.29431 -0.17957 7.33732 0.31
H 3.18242 -4.02551 -2.22643 -0.39
H -4.09712 -2.74543 4.07791 0.30
H 1.10464 -3.11106 -1.80234 0.11
H 3.45810 -0.35390 4.69409 0.31
H 2.05987 -1.51984 5.62959 0.61
H 0.43127 -10.51071 -1.78996 0.44
H 4.36148 -6.06446 2.64688 0.40
H 5.47546 -8.34230 -1.45225 0.20
H -3.40414 -0.32909 -2.65183 0.16
H -3.15103 2.07108 6.04049 -0.24
H -1.59152 -5.39509 -3.26054 0.23
H -2.59831 1.29606 -5.61327 0.08
H 4.50452 -6.15679 0.92535 0.20
H -6.83695 2.86461 3.29039 0.23
H 4.57155 -6.11079 -2.25225 -0.18
H -2.49156 1.33070 -7.46226 0.26
H -0.09118 -0.26041 -6.53656 0.25
H 0.78072 -3.01437 -0.11820 0.54
H 1.75581 1.66994 0.18525 -0.84
H -3.90324 2.26730 -9.19238 0.30
H 0.72022 1.84068 -4.80646 -0.04
H 2.61643 -4.80191 0.46693 -0.48
H 8.10923 1.18026 -0.94948 0.34
H -5.95635 4.38327 4.85414 0.34
H -5.55854 4.99655 -2.72842 0.33
H 2.91497 4.19503 -1.08696 0.19
H -3.12571 -0.29851 1.46702 -0.71
H -2.53663 9.56242 1.63901 0.28
H 1.94135 4.32896 0.29496 0.17
H -1.22233 0.12295 4.75459 -0.07
H -4.11415 6.14961 -0.30435 -0.26
H 1.72336 1.25498 -1.55251 -0.26
H 1.48587 -2.60537 3.50951 0.11
H -1.30337 7.04073 0.99180 0.40
H -2.14778 -0.06809 6.56009 -0.10
H -3.50995 -0.85603 5.65794 0.34
H -2.40356 -4.41364 2.80788 0.35
H 3.65890 -4.47979 -3.89454 0.16
H -4.64677 1.95943 7.62492 0.39
H -3.93612 6.93862 -1.90876 0.40
H -1.12584 4.94000 -1.06358 -0.17
H 1.79991 1.13115 -5.93562 0.45
H 1.76102 -5.65617 2.87310 0.37
H -4.16369 1.93609 -5.41006 0.24
H 1.78343 -7.04084 -0.82828 -0.35
H -0.26373 4.63209 0.44854 -0.35
```

Summary:
**HOMO level**: -8.7 eV
**E_tot**: -4726.9327 a.u.
**Kohn-Sham gap**: 8.7 eV
**Molar mass**: 1340.66 u


[2]
Below is a gas-phase ion, C5H12NO (charge +2) at a distorted geometry, with properties calculated with ωB97M-V/def2-TZVPD.

```
19
Properties=species:S:1:pos:R:3:mulliken_spin:R:1
O -0.94211 1.53160 0.84900 0.66
N 1.28496 -0.63818 0.78383 0.00
C -0.26565 -0.80737 -1.20668 0.03
C -1.69971 1.15188 -0.38367 0.03
C 0.98703 -0.06860 -0.61291 0.01
C 2.52515 -1.03947 1.04479 0.00
C -1.59636 -0.41091 -0.46155 0.02
H 0.32321 -0.64008 1.26430 0.00
H 3.23918 -0.57590 0.34773 0.00
H -1.21078 1.73043 -1.28182 0.10
H -1.97643 -0.76532 0.64389 0.00
H -0.22357 -0.50218 -2.33284 0.01
H -2.85519 1.36350 -0.35700 0.10
H -2.41804 -0.70351 -0.99453 0.02
H -0.39173 -1.98921 -1.23759 0.01
H 2.88640 -1.59309 1.89091 0.00
H 1.82850 -0.47037 -1.21351 0.01
H 1.02965 1.03114 -0.32292 0.01
H -1.39177 2.37590 1.03466 -0.02
```

Summary:
**Net charge**: +2
**HOMO level (spin up / spin down)**: -20.2 / -20.1 eV
**Energy above the lowest of the compared OMol25 structures with the same formula, charge and spin**: 431.3 kJ/mol
**E_tot**: -326.8188 a.u.
**Multiplicity**: 2
**Kohn-Sham gap (spin up / spin down)**: 11.4 / 5.8 eV
**Molar mass**: 102.16 u


[3]
Below is 2 unconnected molecules or ions with the total composition C4H8ClOP at a distorted geometry, with properties calculated with ωB97M-V/def2-TZVPD.

```
15
Properties=species:S:1:pos:R:3:mulliken_charge:R:1
Cl -0.98227 2.34082 -1.52272 -0.18
P 0.16679 0.84205 -1.33498 0.70
O 1.92405 1.54923 -2.71855 -0.58
C 0.56336 0.63442 0.42384 0.50
C -0.62777 0.19326 1.37228 -1.48
C 1.78855 0.86538 0.89875 -0.79
C -0.73086 -0.62094 -1.96926 -1.21
H -1.70480 -0.79470 -1.67115 0.43
H 2.12950 0.81929 1.90118 0.35
H -1.51926 0.18632 0.86607 0.36
H -0.28115 -1.57682 -1.78253 0.40
H -0.82490 -0.66751 -3.05224 0.37
H 2.56118 1.22664 0.21591 0.31
H -0.44918 -0.84865 1.65725 0.34
H -0.62707 0.59412 2.27443 0.48
```

Summary:
**HOMO level (spin up / spin down)**: -8.7 / -8.7 eV
**Energy above the lowest of the compared OMol25 structures with the same formula, charge and spin**: 603.4 kJ/mol
**E_tot**: -1033.8051 a.u.
**Kohn-Sham gap (spin up / spin down)**: 8.6 / 8.7 eV
**Molar mass**: 138.53 u


[4]
Below is a molecular structure, C24H40KN6O2S2 at a distorted geometry, with properties calculated with ωB97M-V/def2-TZVPD.

```
75
Properties=species:S:1:pos:R:3:mulliken_charge:R:1
K 0.34634 0.83478 -0.01257 0.96
S 2.01644 1.03428 -2.57297 0.06
S -0.73416 2.13538 2.52533 0.05
O -1.43326 -5.43422 -3.47007 -0.50
O -2.93226 -5.03852 3.13123 -0.51
N 1.40024 -0.08522 2.12513 0.26
N 2.00794 2.56238 1.52123 0.20
N 0.65604 -1.84982 -0.61387 0.28
N -1.72986 -0.89842 0.63673 0.23
N -1.06426 0.94058 -2.15007 0.27
N 0.35894 3.24968 -1.54777 0.21
C 1.53334 -2.20272 -1.54097 -0.78
C -2.83526 -2.76092 2.39803 0.24
C -2.61506 -0.53742 1.55273 -0.68
C -0.07286 -5.17592 -3.23847 -0.85
C 1.34744 -3.26372 -2.40737 -1.33
C 2.42794 2.79198 -2.83417 -0.89
C -1.71476 2.22748 -2.32327 -1.07
C -0.69476 3.34548 -2.54277 -0.98
C 2.81874 1.88938 2.52163 -0.98
C -3.19466 -1.41772 2.44773 -1.30
C 0.75884 0.75328 -3.86337 -0.93
C -1.92816 -3.15032 1.42313 -0.66
C -0.45086 -2.58082 -0.49487 0.20
C 0.62194 -0.22982 3.33943 -0.63
C 0.18014 -4.01372 -2.31037 0.52
C 0.19614 3.68168 2.79173 -0.89
C -3.42636 -3.74442 3.37013 -0.59
C -0.61196 0.29058 -3.36417 -0.64
C -0.72846 -3.66762 -1.31877 -0.61
C -1.40596 -2.18672 0.56243 0.24
C 2.76554 0.37748 2.29893 -1.06
C 1.46154 3.83848 1.93123 -0.67
C -0.04636 1.05828 3.82593 -0.97
C 1.64164 3.78048 -1.95697 -0.67
H -1.21586 4.31318 -2.50357 0.44
H -3.18296 -3.41822 4.39513 0.30
H 2.44094 2.13538 3.51343 0.42
H -0.16206 -0.96432 3.14853 0.13
H 1.42664 -0.98482 1.65983 0.14
H 3.86904 2.21508 2.49163 0.44
H -1.31956 0.43938 -4.19927 0.28
H 2.22484 3.98228 -1.05667 0.27
H -3.37546 -5.65742 3.71963 0.32
H 3.31064 0.14588 1.38073 0.37
H 2.28994 2.98298 -3.89747 0.44
H -1.63426 -4.18602 1.35353 0.69
H 3.27334 -0.11892 3.14243 0.39
H 2.42974 -1.60102 -1.59707 0.65
H 3.49414 2.86648 -2.61587 0.50
H -1.71196 0.31778 -1.68217 0.15
H 0.04614 3.70328 -0.69647 0.09
H 0.32304 -6.08472 -2.77197 0.28
H 0.47404 -5.02302 -4.17907 0.41
H 2.55744 2.67138 0.67583 0.11
H -1.80356 -4.74572 -4.03327 0.31
H 2.18654 4.44558 2.49953 0.32
H 2.09314 -3.50602 -3.14807 0.50
H -4.52186 -3.71502 3.26423 0.35
H 0.41384 3.72848 3.85763 0.44
H -3.91756 -1.06512 3.16533 0.51
H -2.26626 2.44188 -1.40517 0.37
H -1.64206 -4.23432 -1.20127 0.71
H -0.55416 -0.78162 -3.16667 0.14
H 1.19914 4.39718 1.03103 0.26
H 1.54904 4.72848 -2.51377 0.32
H 1.17214 -0.01362 -4.52187 0.62
H 1.23334 -0.60732 4.17773 0.29
H -0.25686 3.26458 -3.53687 0.42
H -2.42446 2.22968 -3.16687 0.39
H -0.51206 4.47818 2.56043 0.51
H -0.88666 0.79778 4.47233 0.63
H 0.64454 1.67398 4.39453 0.47
H -2.86876 0.51278 1.57203 0.66
H 0.68504 1.68188 -4.42167 0.45
```

Summary:
**Net charge**: +1
**HOMO level**: -11.0 eV
**Energy above the lowest of the compared OMol25 structures with the same formula, charge and spin**: 27.5 kJ/mol
**E_tot**: -2813.6853 a.u.
**Kohn-Sham gap**: 8.9 eV
**Molar mass**: 547.86 u


[5]
Below is 2 unconnected molecules or ions with the total composition CH4NS, with properties calculated with ωB97M-V/def2-TZVPD.

```
7
Properties=species:S:1:pos:R:3:mulliken_charge:R:1
S 0.33227 0.38690 2.03705 -0.86
N -0.66315 -0.81980 -0.87517 -0.56
C 0.09048 0.05456 -1.38568 -0.21
H 0.00776 0.20706 3.32465 -0.05
H -0.60817 -0.71369 0.15637 0.26
H 0.65064 0.77482 -0.78151 0.18
H 0.19017 0.11014 -2.47571 0.24
```

Summary:
**Net charge**: -1
**HOMO level**: -2.8 eV
**Energy above the lowest of the compared OMol25 structures with the same formula, charge and spin**: 0.0 kJ/mol
**E_tot**: -493.4532 a.u.
**Kohn-Sham gap**: 7.2 eV
**Molar mass**: 62.12 u